{
  "formula": "C40H36AsCrIN2O10S",
  "method": "ωB97M-V/def2-TZVPD",
  "elements": ["Cr", "C", "C", "C", "O", "C", "C", "O", "C", "O", "C", "C", "C", "C", "C", "C", "C", "C", "C", "C", "C", "C", "C", "O", "C", "C", "C", "C", "C", "C", "C", "C", "C", "C", "C", "C", "H", "H", "H", "H", "H", "H", "H", "H", "H", "H", "H", "H", "H", "H", "H", "H", "H", "H", "H", "H", "H", "H", "H", "H", "H", "H", "H", "H", "O", "As", "O", "O", "C", "C", "C", "C", "C", "C", "S", "O", "O", "O", "H", "H", "H", "H", "H", "I", "C", "C", "N", "N", "C", "H", "H", "H"],
  "xyz": [[-0.413, 0.162, -0.643], [1.027, 0.184, 5.069], [1.324, 1.495, 4.345], [1.943, 2.533, 5.252], [0.154, 2.040, 3.772], [-0.072, 1.310, 2.566], [1.370, 0.822, 2.161], [2.182, 1.292, 3.242], [2.070, 1.068, 0.796], [1.394, 0.343, -0.165], [3.485, 0.443, 0.933], [3.760, -0.755, 0.286], [5.005, -1.362, 0.391], [6.007, -0.772, 1.146], [5.751, 0.438, 1.777], [4.507, 1.040, 1.667], [2.277, 2.516, 0.356], [2.409, 2.762, -1.005], [2.679, 4.039, -1.476], [2.830, 5.091, -0.587], [2.688, 4.858, 0.775], [2.411, 3.582, 1.243], [-1.077, 2.061, 1.662], [-1.284, 1.348, 0.490], [-2.466, 2.069, 2.361], [-2.738, 1.493, 3.597], [-4.035, 1.469, 4.102], [-5.080, 2.023, 3.384], [-4.819, 2.600, 2.145], [-3.530, 2.619, 1.644], [-0.755, 3.533, 1.372], [-0.657, 3.971, 0.058], [-0.511, 5.323, -0.223], [-0.461, 6.255, 0.803], [-0.557, 5.823, 2.119], [-0.713, 4.473, 2.400], [0.368, 0.369, 5.918], [1.956, -0.258, 5.429], [0.536, -0.542, 4.420], [1.269, 2.752, 6.080], [2.123, 3.446, 4.683], [2.887, 2.161, 5.649], [-0.599, 0.389, 2.811], [1.330, -0.272, 2.203], [2.992, -1.185, -0.341], [5.190, -2.295, -0.128], [6.980, -1.242, 1.232], [6.527, 0.921, 2.361], [4.333, 1.986, 2.161], [2.285, 1.934, -1.689], [2.756, 4.201, -2.546], [3.021, 6.094, -0.950], [2.764, 5.680, 1.477], [2.285, 3.411, 2.303], [-1.948, 1.055, 4.190], [-4.219, 1.001, 5.062], [-6.089, 1.999, 3.777], [-5.628, 3.027, 1.563], [-3.334, 3.050, 0.671], [-0.704, 3.247, -0.747], [-0.429, 5.639, -1.256], [-0.346, 7.311, 0.581], [-0.528, 6.541, 2.932], [-0.819, 4.146, 3.425], [1.741, 0.603, -3.679], [0.133, 1.351, -3.692], [0.261, 2.708, -4.598], [-0.383, 1.495, -2.120], [-0.955, 0.061, -4.659], [-1.182, 0.411, -5.985], [-1.934, -0.404, -6.820], [-2.468, -1.584, -6.329], [-2.254, -1.941, -5.006], [-1.506, -1.122, -4.173], [-1.340, -1.643, -2.471], [0.068, -1.355, -2.092], [-1.714, -3.029, -2.443], [-2.167, -0.729, -1.668], [2.296, 1.237, -4.152], [-0.763, 1.345, -6.342], [-2.101, -0.115, -7.850], [-3.055, -2.229, -6.972], [-2.659, -2.858, -4.600], [-1.566, -3.607, 5.068], [-1.002, -2.676, 2.574], [0.145, -3.092, 1.931], [0.332, -2.311, 0.843], [-0.639, -1.395, 0.740], [-1.455, -1.617, 1.775], [0.848, -3.874, 2.172], [1.024, -2.347, 0.113], [-2.316, -0.976, 1.896]],
  "forces_ev_per_a": [[0.06, 0.13, 0.09], [-0.01, 0.04, -0.04], [-0.01, 0.00, 0.00], [0.01, 0.01, -0.01], [0.05, 0.00, 0.00], [-0.05, 0.07, -0.07], [0.03, -0.03, -0.07], [-0.05, -0.08, 0.05], [0.00, -0.01, 0.14], [-0.24, -0.11, -0.14], [0.00, -0.07, -0.11], [0.01, -0.01, -0.04], [0.04, 0.01, 0.01], [-0.01, -0.01, -0.02], [-0.01, 0.01, 0.00], [0.05, 0.06, 0.07], [-0.05, 0.16, 0.13], [0.05, 0.01, -0.05], [0.02, -0.14, -0.05], [-0.03, 0.04, 0.07], [0.02, 0.05, -0.03], [0.03, -0.07, -0.01], [-0.10, -0.08, -0.06], [0.04, 0.03, -0.03], [0.01, -0.10, 0.06], [0.00, 0.03, 0.01], [-0.02, 0.01, 0.02], [0.00, 0.00, 0.02], [0.03, 0.00, -0.01], [0.02, -0.01, -0.02], [-0.01, 0.02, 0.08], [-0.02, -0.04, -0.07], [0.03, 0.06, 0.02], [0.00, -0.03, -0.08], [0.00, -0.04, 0.03], [0.01, 0.07, 0.01], [0.00, 0.00, 0.00], [0.01, 0.00, 0.00], [0.02, -0.01, 0.01], [0.00, 0.00, 0.00], [0.00, 0.01, 0.01], [0.00, 0.00, 0.00], [-0.01, -0.03, 0.02], [0.01, 0.03, 0.03], [-0.06, -0.01, 0.00], [0.01, 0.00, 0.00], [0.00, 0.00, 0.00], [0.00, 0.00, 0.00], [-0.03, -0.01, -0.02], [0.01, -0.01, 0.02], [-0.02, 0.04, 0.03], [0.02, 0.00, 0.00], [0.00, 0.00, 0.00], [0.00, 0.03, -0.01], [-0.01, 0.00, -0.01], [0.00, -0.01, -0.01], [0.00, 0.00, 0.00], [0.00, 0.00, 0.00], [0.02, 0.00, -0.02], [0.01, 0.01, 0.04], [0.00, 0.01, 0.00], [0.00, 0.00, 0.00], [0.00, 0.00, 0.00], [-0.01, 0.00, 0.00], [0.00, -0.02, -0.07], [0.13, 0.03, -0.03], [-0.03, -0.03, -0.01], [-0.06, -0.04, 0.13], [0.04, 0.05, 0.01], [0.01, 0.05, -0.04], [-0.01, -0.04, 0.02], [0.01, 0.04, -0.01], [-0.05, -0.07, 0.01], [-0.02, -0.04, 0.04], [0.02, -0.02, 0.01], [0.02, -0.02, -0.01], [0.02, 0.01, -0.04], [-0.07, 0.06, 0.00], [0.01, -0.02, 0.00], [0.00, -0.01, 0.01], [0.00, 0.00, 0.00], [0.00, -0.01, 0.00], [0.01, 0.01, -0.01], [0.00, 0.02, 0.02], [0.07, -0.03, -0.03], [-0.03, 0.05, 0.01], [-0.05, -0.09, -0.01], [0.10, 0.04, -0.10], [-0.03, 0.04, 0.05], [-0.01, -0.01, -0.02], [0.07, 0.03, 0.05], [0.00, -0.01, -0.01]],
  "relative_energy_ev": 0.000,
  "homo_energy_ev": [-1.49, -2.99],
  "gap_ha": [0.2056, 0.2609],
  "total_charge": -2,
  "multiplicity": 5,
  "e_lumo_ev": [4.1, 4.1]
}